[1]
{"formula": "C48H107F6N5O10", "method": "ωB97M-V with the def2-TZVPD basis set", "species": ["C", "C", "O", "O", "H", "H", "H", "C", "C", "C", "C", "N", "C", "C", "C", "C", "C", "C", "C", "H", "H", "H", "H", "H", "H", "H", "H", "H", "H", "H", "H", "H", "H", "H", "H", "H", "H", "H", "H", "H", "H", "H", "H", "C", "C", "O", "N", "H", "H", "C", "H", "H", "H", "H", "H", "H", "C", "C", "N", "C", "C", "C", "C", "C", "O", "C", "H", "H", "H", "H", "H", "H", "H", "H", "H", "H", "H", "H", "H", "H", "H", "H", "H", "H", "H", "H", "C", "C", "N", "C", "C", "C", "C", "C", "O", "C", "H", "H", "H", "H", "H", "H", "H", "H", "H", "H", "H", "H", "H", "H", "H", "H", "H", "H", "H", "H", "C", "C", "N", "C", "C", "C", "C", "C", "O", "C", "H", "H", "H", "H", "H", "H", "H", "H", "H", "H", "H", "H", "H", "H", "H", "H", "H", "H", "H", "H", "C", "O", "O", "C", "F", "F", "F", "C", "C", "H", "H", "H", "H", "H", "H", "C", "O", "O", "C", "F", "F", "F", "C", "C", "H", "H", "H", "H", "H", "H"], "xyz": [[5.5744, -14.4617, 19.7436], [5.6727, -15.7425, 18.9625], [5.1285, -16.7685, 19.4500], [6.2762, -15.7252, 17.8593], [4.6115, -14.3800, 20.2529], [5.7134, -13.5910, 19.1011], [6.3077, -14.3906, 20.5470], [4.6482, -20.4548, 23.1153], [5.4078, -20.2983, 21.8159], [6.0780, -18.9470, 21.6210], [7.1607, -18.5604, 22.6276], [7.6371, -17.1317, 22.5632], [8.3196, -16.7361, 21.2554], [9.7938, -17.1093, 21.4510], [10.0651, -16.7075, 22.8961], [8.7427, -16.9433, 23.6286], [6.5500, -16.1148, 22.8363], [5.7337, -16.3421, 24.0862], [5.2747, -14.9736, 24.5645], [3.6486, -20.0079, 23.0906], [5.1507, -20.0154, 23.9793], [4.4419, -21.4949, 23.3714], [4.6708, -20.4002, 21.0123], [6.1323, -21.1029, 21.6631], [5.2714, -18.2151, 21.7706], [6.3719, -18.7790, 20.5855], [8.0716, -19.1085, 22.3722], [6.9038, -18.7588, 23.6638], [8.2175, -15.6614, 21.1194], [7.8599, -17.2385, 20.4067], [10.3959, -16.6200, 20.6868], [9.9519, -18.1868, 21.3523], [10.3142, -15.6469, 22.8670], [10.8467, -17.2928, 23.3734], [8.5624, -16.0345, 24.2103], [8.7906, -17.8077, 24.2853], [5.9471, -16.1790, 21.9225], [6.9736, -15.1116, 22.7518], [6.3652, -16.7665, 24.8673], [4.8876, -16.9690, 23.7985], [6.0928, -14.3635, 24.9475], [4.5549, -15.1342, 25.3742], [4.7101, -14.3841, 23.8362], [7.8153, -18.1261, 14.2258], [7.8121, -18.0852, 15.7206], [8.7213, -17.8476, 16.4394], [6.4447, -18.1853, 16.3842], [6.2668, -17.4209, 17.0679], [5.7871, -18.0089, 15.6222], [6.1085, -19.4893, 17.0264], [8.8522, -18.1045, 13.8966], [7.3822, -17.1810, 13.8902], [7.3787, -19.0677, 13.8928], [6.4130, -20.3031, 16.3728], [5.0480, -19.4805, 17.2629], [6.6376, -19.5939, 17.9707], [8.2304, -13.8421, 15.4752], [8.6130, -13.8256, 16.9511], [9.8964, -13.0727, 17.2084], [9.8069, -11.6225, 16.7477], [10.2055, -13.0416, 18.6925], [9.2151, -12.2942, 19.5939], [11.0380, -13.6692, 16.4278], [11.3246, -15.1415, 16.7014], [11.6157, -15.5391, 18.0121], [13.0167, -15.6313, 18.2735], [8.1054, -12.8944, 14.9426], [7.2072, -14.1865, 15.2783], [8.8528, -14.6004, 14.9975], [8.7189, -14.8753, 17.2098], [7.8828, -13.3253, 17.5782], [9.0946, -11.0350, 17.3184], [9.5892, -11.5791, 15.6835], [10.7726, -11.1701, 16.9711], [11.1909, -12.5925, 18.7968], [10.2157, -14.0699, 19.0420], [8.1842, -12.6078, 19.4338], [9.2480, -11.2123, 19.4429], [9.4663, -12.3637, 20.6528], [11.9608, -13.1339, 16.6511], [10.7927, -13.5934, 15.3716], [12.1429, -15.3922, 16.0159], [10.4684, -15.7416, 16.3779], [13.3677, -16.4550, 17.6418], [13.2218, -15.9661, 19.2882], [13.5051, -14.6757, 18.0790], [-0.7993, -18.5703, 20.6964], [0.2120, -18.2120, 21.7743], [1.1384, -17.0681, 21.4859], [0.4256, -15.7499, 21.6727], [2.3302, -17.0680, 22.4678], [1.9762, -17.0437, 23.9524], [1.7952, -17.0568, 20.1058], [2.4496, -18.3164, 19.5648], [1.7769, -19.5580, 19.6499], [2.1544, -20.4657, 18.6544], [-1.5339, -19.2351, 21.1428], [-0.3541, -19.0536, 19.8336], [-1.2491, -17.6435, 20.3311], [0.7977, -19.0921, 22.0464], [-0.2937, -17.9523, 22.7030], [-0.3999, -15.6612, 20.9721], [1.1474, -14.9570, 21.4906], [0.1164, -15.7909, 22.7125], [2.9073, -16.1831, 22.2070], [2.8517, -17.9835, 22.1901], [0.9914, -17.4551, 24.1519], [2.0316, -16.0057, 24.2867], [2.7499, -17.5114, 24.5580], [2.3662, -16.1374, 20.0153], [0.8857, -16.8355, 19.5312], [3.4350, -18.4294, 20.0235], [2.5737, -18.1493, 18.4892], [1.6495, -21.4193, 18.8130], [3.2257, -20.6920, 18.6958], [1.8124, -20.1548, 17.6594], [4.0103, -13.0703, 14.8047], [3.8196, -14.4185, 15.4877], [2.3408, -14.7678, 15.7392], [2.3199, -16.0901, 16.4835], [1.7016, -13.7076, 16.5780], [2.2274, -13.5950, 18.0025], [1.4813, -14.9447, 14.4965], [2.1329, -15.6714, 13.3377], [1.1994, -15.5868, 12.2929], [1.5733, -16.3704, 11.1793], [3.7334, -12.3496, 15.5746], [3.4605, -13.0673, 13.8678], [5.0735, -12.8891, 14.6398], [4.3585, -14.6001, 16.4173], [4.2127, -15.1718, 14.7993], [3.0120, -15.9808, 17.3181], [2.6522, -16.9391, 15.8936], [1.2897, -16.1906, 16.8187], [0.6322, -13.9393, 16.6364], [1.6435, -12.7620, 16.0418], [1.9437, -14.4224, 18.6548], [1.7266, -12.7545, 18.4837], [3.3105, -13.4914, 18.0487], [1.1526, -13.9463, 14.2094], [0.6154, -15.4734, 14.8919], [2.2261, -16.7364, 13.5971], [3.0993, -15.2518, 13.0462], [0.7829, -16.2431, 10.4410], [1.6885, -17.4296, 11.4271], [2.4694, -16.0784, 10.6199], [6.8703, -9.8768, 14.0094], [6.4647, -10.7570, 15.0966], [8.1209, -9.5074, 14.1572], [6.4479, -10.6089, 12.7157], [6.6152, -9.8242, 11.6536], [7.1681, -11.7503, 12.4951], [5.1574, -11.0575, 12.6833], [5.7960, -10.1284, 16.1709], [5.8736, -11.1058, 17.3221], [5.4859, -10.7096, 18.2613], [5.3892, -12.0595, 17.0741], [6.9252, -11.3655, 17.4595], [4.7613, -9.9181, 15.8873], [6.3276, -9.2705, 16.5930], [6.2274, -8.9745, 14.0193], [8.6295, -12.5280, 23.8808], [8.8248, -11.8366, 25.1116], [8.6295, -13.8504, 24.0918], [7.3704, -11.9581, 23.1420], [7.0199, -12.8474, 22.1981], [6.3226, -11.8209, 23.9899], [7.5333, -10.7601, 22.5654], [9.1552, -10.4796, 25.0921], [9.4981, -10.0532, 26.5219], [10.1526, -10.8028, 26.9593], [9.9912, -9.0770, 26.5221], [8.5968, -9.8334, 27.0943], [8.3502, -9.8141, 24.7490], [9.9950, -10.2614, 24.4171], [9.4956, -12.3580, 23.2069]], "forces_ev_per_a": [[-0.125, 0.703, 0.151], [-0.403, -0.659, 0.337], [-0.144, -0.027, -0.144], [0.157, -0.420, -0.860], [-0.053, -0.070, -0.084], [0.018, 0.001, 0.008], [0.163, -0.135, -0.142], [-0.391, -0.136, 0.762], [0.224, -0.292, -0.421], [-1.061, 1.338, 0.708], [0.936, -0.307, -1.193], [0.425, 1.265, 0.735], [0.534, -0.875, 0.069], [-0.466, -0.587, -0.036], [-0.083, 0.169, -0.604], [0.505, 0.642, 0.130], [-0.252, -0.281, -1.631], [0.540, 0.896, -0.695], [-1.079, -0.019, 0.882], [0.114, 0.262, -0.218], [0.111, -0.065, -0.050], [0.247, -0.066, -0.120], [0.163, -0.091, -0.150], [-0.036, -0.059, 0.185], [0.016, 0.077, -0.191], [0.287, -0.163, 0.068], [-0.045, -0.294, 0.364], [-0.137, -0.004, -0.061], [-0.086, 0.041, 0.288], [-0.224, -0.010, 0.119], [0.156, 0.077, 0.156], [-0.169, -0.025, -0.284], [-0.052, 0.023, 0.646], [0.211, 0.173, -0.141], [-0.469, 0.005, -0.072], [-0.234, -0.140, -0.157], [-0.433, -0.132, 0.223], [0.607, -0.190, 0.776], [-0.275, -0.322, 0.042], [0.037, -0.344, 0.531], [0.140, -0.086, -0.201], [0.141, 0.146, 0.182], [0.288, -0.126, -0.354], [0.588, -0.210, 0.618], [0.657, 0.898, 0.769], [0.007, -0.328, 0.056], [-0.720, -0.431, -1.006], [0.557, 1.190, 0.647], [-0.190, -0.159, 0.154], [0.330, -0.183, 0.266], [0.034, -0.083, 0.111], [-0.524, -0.355, -0.341], [-0.458, 0.374, -0.420], [-0.300, -0.050, -0.054], [-0.032, -0.141, -0.223], [0.195, 0.263, -0.095], [-0.834, -0.175, -0.390], [-0.454, 0.532, -0.713], [0.144, 0.887, -0.004], [0.251, -0.010, 0.006], [-0.433, -0.275, 0.947], [-0.049, 0.958, -0.630], [0.408, -0.671, 0.788], [-0.494, -0.497, -0.627], [-0.036, 0.328, 0.607], [-0.172, -0.659, -0.504], [0.967, 0.188, 0.124], [-0.047, -0.434, 0.885], [0.178, 0.469, -0.546], [0.188, 0.200, 0.769], [-0.188, -0.285, -0.095], [-0.371, -0.435, -0.143], [-0.070, 0.192, 0.053], [0.110, -0.131, -0.239], [0.113, -0.177, -0.085], [0.361, -0.073, -0.268], [0.024, -0.107, 0.255], [-0.066, -0.048, -0.255], [0.117, -0.646, -0.078], [-0.304, 0.502, -0.035], [0.099, 0.289, -0.005], [0.041, -0.074, 0.052], [0.026, -0.050, 0.022], [0.542, 0.413, -0.159], [-0.455, 0.333, 0.177], [0.247, -0.147, -0.042], [0.330, 0.869, -0.133], [-0.094, -0.880, 0.300], [1.746, 0.738, 0.414], [0.393, -0.815, 0.012], [-0.440, -0.691, 0.011], [0.232, 0.925, -0.245], [-3.325, -0.356, -0.316], [1.255, -0.444, -0.210], [-0.866, 0.606, 0.914], [-0.039, -0.742, -0.287], [-0.189, 0.159, -0.084], [0.102, -0.134, 0.194], [-0.535, -0.218, 0.108], [0.325, 0.146, -0.310], [-0.175, 0.225, -0.185], [-0.123, -0.094, 0.155], [-0.048, 0.078, 0.148], [-0.324, 0.557, -0.100], [0.223, -0.183, -0.135], [0.268, 0.137, 0.102], [0.164, -0.133, 0.319], [-0.465, -0.002, 0.084], [-0.141, -0.492, -0.194], [0.757, -0.446, 0.242], [0.238, -0.229, -0.558], [0.185, 0.135, -0.234], [0.397, 0.534, 0.062], [-0.095, 0.152, 0.387], [0.063, 0.242, -0.225], [0.378, 0.310, -0.037], [0.140, -0.674, 1.545], [0.133, -0.504, -1.213], [0.969, -0.830, -0.215], [0.070, 1.110, 0.428], [-1.334, -0.081, 0.776], [-0.035, 0.100, 0.052], [0.242, 0.776, 0.569], [-0.683, -0.472, -0.051], [0.520, 0.222, 0.089], [-0.378, -0.241, -1.103], [-0.269, 0.651, -0.743], [-0.040, 0.568, 0.035], [-0.048, -0.012, -0.235], [-0.073, 0.490, 0.148], [-0.311, -0.320, 0.158], [-0.171, -0.156, 0.158], [-0.169, 0.258, -0.443], [0.082, -0.429, 0.138], [0.070, -0.470, -0.025], [0.839, -0.036, -0.095], [0.031, -0.315, -0.361], [0.328, 0.320, -0.223], [-0.019, 0.296, 0.099], [0.099, -0.062, -0.264], [-0.146, -0.077, -0.442], [0.473, 0.009, 0.048], [0.010, 0.018, 0.022], [-0.187, -0.241, 0.200], [-0.184, -0.011, 0.184], [0.275, 0.464, 0.648], [1.461, 1.864, 0.656], [-0.910, -0.720, 0.495], [-0.452, -1.037, -0.739], [0.809, -0.760, -0.154], [-0.112, -0.063, 0.008], [0.168, 0.104, 0.078], [-0.230, 0.406, 0.238], [0.576, -0.831, 0.248], [-0.066, -0.752, 0.055], [-0.109, 0.000, -0.031], [-0.188, 0.030, 0.127], [0.001, 0.165, 0.134], [-0.030, 0.413, 0.154], [-0.122, 0.567, -0.862], [-0.774, -0.120, 0.069], [1.414, -1.381, 0.134], [-0.489, -0.183, -0.130], [-1.289, 0.224, -0.359], [0.462, -0.416, 1.994], [-0.611, 0.032, -0.919], [-0.089, -0.183, -0.409], [0.113, -0.055, -0.468], [0.158, 1.107, 0.280], [-0.036, 0.540, -0.587], [-0.151, 0.071, 0.339], [0.332, -0.166, -0.211], [-0.041, -0.706, 0.199], [-0.209, -0.321, -0.120], [0.143, -0.311, 0.017], [0.049, 1.099, -0.221]], "gap_ha": 0.15221, "homo_energy_ev": -9.36, "lumo_energy_ha": -0.1917, "energy_ev": -95720.988, "total_charge": 2}

***

[2]
{"formula": "C5H8N2O", "method": "ωB97M-V with the def2-TZVPD basis set", "species": ["C", "C", "C", "C", "C", "O", "N", "N", "H", "H", "H", "H", "H", "H", "H", "H"], "xyz": [[1.3437, -1.4334, 0.3076], [-1.6314, 0.5496, 1.2543], [0.2207, -0.6390, -0.3197], [0.0126, 0.8143, 0.2625], [0.0555, -0.7901, -1.6616], [-1.9958, 1.6939, 1.7740], [-1.8524, -0.6162, 0.9971], [-0.2947, 1.9076, -0.4035], [-1.5499, 2.3924, 1.2371], [-0.2834, 1.7911, -1.4155], [0.7312, 0.8960, 1.0912], [2.2390, -1.4937, -0.3139], [1.7340, -1.0567, 1.2518], [1.0371, -2.4649, 0.4777], [-0.3806, -0.0368, -2.3018], [0.6144, -1.5142, -2.2374]], "forces_ev_per_a": [[-0.114, -0.826, 0.580], [-3.212, -4.029, 0.322], [2.113, 2.325, -3.125], [1.662, -0.819, -2.965], [0.526, 0.572, 1.291], [0.707, 0.127, -0.475], [0.974, 4.074, 1.362], [1.128, -1.006, 1.421], [-0.064, -0.122, 0.115], [-0.877, -0.420, 0.120], [-1.215, 0.335, 0.806], [-0.259, 0.163, -0.347], [-0.451, 0.191, 0.253], [-0.049, -0.045, 0.166], [-0.602, 0.044, 0.206], [-0.266, -0.564, 0.269]], "gap_ha": [0.31565, 0.31563], "homo_energy_ev": [-9.28, -9.28], "lumo_energy_ha": [-0.0253, -0.0253], "energy_ev": -10337.684, "de_lowest_ev": 5.042, "total_charge": 0}

***

The following F_max values (in eV/A) correspond, in order, to the records above: 3.359; 5.163.